Computed, not measured: a 17-piece molecular cluster, C42H116N14O17 overall in a non-equilibrium geometry, with ωB97M-V/def2-TZVPD.

Geometry as XYZ:
```
189
C42H116N14O17 | OMol25 | ωB97M-V/def2-TZVPD
C 1.298 0.963 2.355
C -0.051 1.722 2.664
C 0.209 3.248 2.403
C -0.079 3.605 0.930
C -1.485 2.986 0.523
C -1.706 1.498 0.668
N -1.240 1.149 2.007
O -1.292 -0.235 2.217
C -3.248 1.114 0.581
C -0.926 0.878 -0.518
C -0.287 1.618 4.206
H 1.459 0.812 1.288
H 1.258 -0.079 2.672
H 2.203 1.529 2.577
H -0.420 3.821 3.085
H 1.253 3.495 2.597
H 0.677 3.239 0.234
H -0.148 4.684 0.798
H -1.512 3.379 -0.493
H -2.275 3.548 1.020
H -3.714 1.715 -0.200
H -3.284 0.044 0.377
H -3.695 1.493 1.500
H -0.774 -0.200 -0.472
H -1.359 1.181 -1.472
H 0.075 1.303 -0.594
H -0.975 2.353 4.624
H 0.638 1.651 4.781
H -0.632 0.604 4.410
H -2.133 -0.363 2.662
C 5.027 -11.627 -0.601
C 3.715 -11.142 -1.204
C 3.233 -9.886 -0.299
C 2.092 -9.033 -0.926
C 2.482 -8.683 -2.387
C 2.973 -9.836 -3.323
N 3.884 -10.688 -2.639
O 4.470 -11.690 -3.473
C 1.687 -10.574 -3.774
C 3.718 -9.149 -4.503
C 2.647 -12.248 -1.017
H 5.775 -10.836 -0.538
H 5.548 -12.355 -1.223
H 5.004 -12.064 0.397
H 2.971 -10.127 0.732
H 4.091 -9.220 -0.210
H 1.801 -8.108 -0.428
H 1.228 -9.692 -0.844
H 3.093 -7.807 -2.603
H 1.498 -8.400 -2.761
H 1.113 -9.975 -4.481
H 1.980 -11.455 -4.344
H 1.147 -10.910 -2.889
H 4.604 -8.583 -4.217
H 4.103 -9.864 -5.231
H 3.108 -8.467 -5.096
H 2.557 -12.821 -1.940
H 1.629 -11.908 -0.827
H 2.836 -12.773 -0.081
H 5.340 -11.291 -3.557
C 7.874 4.590 0.094
O 7.506 5.495 0.830
N 8.364 3.494 0.571
N 7.778 4.570 -1.177
H 8.465 3.491 1.575
H 8.416 2.669 -0.010
H 8.157 3.804 -1.716
H 7.287 5.356 -1.578
C -7.257 -0.561 6.621
O -6.513 -1.536 6.426
N -8.567 -0.518 6.694
N -6.784 0.631 6.566
H -9.092 -1.376 6.603
H -9.046 0.370 6.742
H -5.815 0.778 6.321
H -7.373 1.365 6.931
C -0.678 3.904 -8.467
O -0.899 2.782 -8.756
N -0.938 4.960 -9.276
N -0.208 4.286 -7.307
H -1.154 4.778 -10.246
H -1.002 5.887 -8.881
H -0.021 5.233 -7.012
H 0.082 3.450 -6.819
C 4.037 11.940 1.828
O 3.585 12.067 0.690
N 3.307 11.590 2.812
N 5.296 11.963 2.141
H 3.697 10.999 3.533
H 2.340 11.434 2.565
H 5.629 11.407 2.916
H 5.938 12.211 1.402
C -5.691 9.816 -0.685
O -5.477 9.711 -1.890
N -6.614 9.158 -0.057
N -4.916 10.517 0.078
H -7.306 8.621 -0.560
H -6.673 9.195 0.951
H -5.200 10.699 1.030
H -4.167 11.086 -0.292
C -11.389 -3.230 -0.052
O -12.559 -2.971 0.078
N -10.648 -2.707 -0.985
N -10.669 -4.029 0.719
H -9.834 -3.186 -1.342
H -11.081 -2.074 -1.642
H -11.109 -4.350 1.570
H -9.678 -3.944 0.543
C -5.295 -7.680 -3.671
C -5.392 -6.658 -2.554
O -5.982 -5.534 -3.100
H -4.848 -7.319 -4.598
H -6.294 -7.980 -3.986
H -4.842 -8.632 -3.392
H -4.473 -6.302 -2.087
H -5.986 -7.063 -1.735
H -5.370 -5.238 -3.778
C 3.852 9.669 9.481
C 3.365 8.489 8.602
O 2.099 8.846 8.152
H 4.942 9.661 9.502
H 3.573 9.632 10.534
H 3.655 10.650 9.049
H 3.388 7.571 9.190
H 4.004 8.446 7.720
H 1.530 8.753 8.919
C 2.878 10.438 -6.717
C 4.154 9.818 -6.107
O 3.873 9.148 -4.897
H 2.221 9.638 -7.059
H 3.111 11.097 -7.553
H 2.267 10.942 -5.967
H 4.975 10.531 -6.033
H 4.546 9.064 -6.790
H 3.662 9.809 -4.234
C -1.539 -4.167 12.812
C -2.473 -3.832 11.656
O -2.543 -2.479 11.705
H -1.803 -5.207 13.003
H -1.874 -3.568 13.659
H -0.468 -4.079 12.630
H -3.489 -4.208 11.773
H -2.018 -4.106 10.704
H -3.191 -2.231 11.042
C 5.449 -0.278 -7.351
C 6.914 -0.112 -7.862
O 7.734 -0.366 -6.785
H 4.726 -0.050 -8.134
H 5.208 0.444 -6.570
H 5.250 -1.264 -6.931
H 7.117 0.835 -8.362
H 7.050 -0.870 -8.633
H 8.257 -1.157 -6.937
C 8.583 -4.855 -1.462
C 7.919 -3.708 -0.799
O 8.642 -2.549 -1.034
H 9.498 -5.073 -0.912
H 8.730 -4.584 -2.508
H 7.872 -5.675 -1.363
H 7.772 -3.820 0.275
H 6.917 -3.642 -1.224
H 8.853 -2.573 -1.970
C -8.906 2.916 -5.992
C -9.653 1.798 -6.793
O -10.921 1.584 -6.295
H -8.840 2.862 -4.906
H -9.384 3.855 -6.275
H -7.893 3.080 -6.359
H -9.018 0.912 -6.802
H -9.625 1.859 -7.881
H -11.434 1.004 -6.862
C 2.431 3.133 15.253
C 1.966 2.037 14.280
O 0.690 2.304 13.825
H 2.329 4.001 14.601
H 3.472 3.145 15.576
H 1.873 3.127 16.189
H 2.044 1.050 14.737
H 2.627 1.891 13.425
H 0.255 1.473 13.618
C -2.754 -4.251 -9.682
C -4.173 -3.746 -9.277
O -4.095 -2.904 -8.170
H -2.810 -5.113 -10.346
H -2.141 -4.587 -8.846
H -2.221 -3.445 -10.186
H -4.643 -4.657 -8.905
H -4.788 -3.242 -10.022
H -3.684 -2.081 -8.445
```

For the maximum force, the calculation gives 6.3 eV/Å. For the calculated total energy, the calculation gives -3715.277114 a.u. The value obtained for the gap between HOMO and LUMO is 0.3115 Ha.